1.
{
  "formula": "C34H77CdN4O16",
  "method": "ωB97M-V/def2-TZVPD",
  "symbols": ["O", "H", "H", "H", "Cd", "C", "C", "C", "O", "C", "C", "C", "O", "O", "O", "H", "H", "C", "C", "O", "H", "H", "H", "H", "H", "C", "C", "O", "H", "H", "H", "H", "H", "O", "H", "H", "C", "O", "C", "C", "N", "C", "C", "O", "C", "H", "H", "H", "H", "H", "H", "H", "H", "H", "H", "H", "H", "H", "H", "H", "C", "O", "C", "C", "N", "C", "C", "O", "C", "H", "H", "H", "H", "H", "H", "H", "H", "H", "H", "H", "H", "H", "H", "H", "C", "O", "C", "C", "N", "C", "C", "O", "C", "H", "H", "H", "H", "H", "H", "H", "H", "H", "H", "H", "H", "H", "H", "H", "C", "O", "C", "C", "N", "C", "C", "O", "C", "H", "H", "H", "H", "H", "H", "H", "H", "H", "H", "H", "H", "H", "H", "H"],
  "coordinates": [[-4.59, 2.77, 1.49], [-4.14, 2.33, 0.77], [-5.45, 2.38, 1.65], [-4.07, 2.80, 2.30], [-5.02, 1.53, -2.04], [-4.15, 6.86, -0.24], [-3.91, 5.48, -0.60], [-5.18, 4.57, -0.99], [-5.03, 3.34, -1.07], [-6.46, 5.25, -1.06], [-6.60, 6.58, -0.76], [-5.41, 7.37, -0.31], [-5.35, 8.67, -0.25], [-7.82, 7.04, -0.79], [-2.76, 4.99, -0.57], [-3.27, 7.42, 0.04], [-7.28, 4.68, -1.48], [-1.26, 0.57, -0.37], [-2.63, 0.01, -0.43], [-3.62, 1.01, -0.42], [-0.40, -0.09, -0.52], [-0.90, 1.04, 0.54], [-1.05, 1.32, -1.13], [-2.54, -0.76, 0.34], [-2.63, -0.51, -1.38], [-3.59, 0.50, -5.48], [-2.84, 1.39, -4.39], [-3.76, 2.14, -3.65], [-2.91, -0.11, -6.08], [-4.05, 1.18, -6.20], [-4.47, 0.00, -5.06], [-2.12, 1.98, -4.95], [-2.40, 0.62, -3.76], [-5.32, -0.49, -2.74], [-5.71, -1.14, -2.16], [-4.52, -0.89, -3.06], [1.21, 1.46, -4.07], [2.22, 1.54, -3.11], [2.41, 0.25, -2.42], [3.47, 0.19, -1.29], [4.79, -0.05, -1.78], [5.62, -0.33, -0.58], [7.04, -0.57, -1.01], [7.07, -1.96, -1.37], [6.76, -2.92, -0.35], [0.89, 2.36, -4.59], [0.31, 1.28, -3.48], [1.39, 0.65, -4.77], [2.76, -0.42, -3.21], [1.43, -0.05, -2.04], [3.17, -0.68, -0.70], [3.38, 1.07, -0.65], [4.82, -0.91, -2.31], [5.14, -1.06, 0.07], [5.57, 0.64, -0.07], [7.85, -0.30, -0.33], [7.36, -0.12, -1.95], [7.20, -3.90, -0.57], [5.71, -3.20, -0.24], [7.25, -2.65, 0.59], [5.34, -5.96, 2.49], [4.81, -4.73, 2.97], [3.60, -4.32, 2.33], [3.28, -3.04, 3.02], [4.13, -1.91, 2.49], [4.19, -0.70, 3.29], [2.90, 0.13, 3.00], [1.70, -0.39, 3.68], [0.46, -0.33, 3.00], [5.95, -6.49, 3.22], [5.98, -5.69, 1.66], [4.61, -6.64, 2.06], [2.93, -5.13, 2.60], [3.62, -4.31, 1.24], [3.38, -3.23, 4.09], [2.25, -2.68, 3.00], [5.09, -2.21, 2.42], [5.06, -0.12, 2.99], [4.44, -0.90, 4.34], [2.73, 0.47, 1.98], [3.02, 1.10, 3.48], [0.24, 0.69, 2.70], [-0.26, -0.89, 3.60], [0.63, -0.84, 2.05], [-4.46, -0.35, 4.16], [-4.05, 1.03, 4.10], [-2.62, 0.99, 4.29], [-2.04, 2.33, 4.27], [-2.26, 2.98, 2.87], [-1.78, 4.37, 2.97], [-0.38, 4.46, 2.44], [0.47, 3.81, 3.32], [1.85, 3.98, 3.04], [-4.17, -0.92, 5.04], [-3.99, -0.83, 3.29], [-5.55, -0.32, 4.18], [-2.13, 0.27, 3.62], [-2.33, 0.69, 5.30], [-0.99, 2.15, 4.52], [-2.52, 2.98, 4.98], [-1.66, 2.46, 2.25], [-1.89, 4.74, 3.99], [-2.51, 4.88, 2.34], [-0.16, 5.52, 2.49], [-0.24, 4.21, 1.38], [2.00, 3.61, 2.02], [2.45, 3.37, 3.70], [2.32, 4.96, 3.18], [0.92, -2.34, -6.06], [0.70, -2.82, -4.80], [-0.23, -2.01, -4.10], [-0.34, -2.53, -2.65], [-1.18, -3.74, -2.71], [-1.78, -4.07, -1.40], [-0.98, -4.28, -0.09], [-0.47, -5.62, -0.14], [0.72, -5.83, 0.59], [1.57, -3.00, -6.63], [1.50, -1.41, -6.08], [0.05, -2.30, -6.72], [-1.16, -2.03, -4.67], [0.06, -0.95, -4.07], [-0.74, -1.67, -2.11], [0.67, -2.57, -2.23], [-0.53, -4.48, -2.92], [-2.36, -4.95, -1.67], [-2.49, -3.28, -1.15], [-1.61, -4.20, 0.79], [-0.22, -3.50, 0.07], [1.06, -6.70, 0.01], [0.47, -6.18, 1.59], [1.33, -4.94, 0.71]],
  "lowdin_spin": [0.02, 0.00, 0.01, 0.00, 0.19, 0.00, 0.00, 0.00, 0.05, 0.00, 0.00, 0.00, 0.00, 0.00, 0.00, 0.00, 0.00, 0.00, 0.02, 0.06, 0.00, 0.00, 0.00, 0.01, 0.01, 0.02, 0.01, 0.03, 0.00, 0.00, 0.01, 0.00, 0.00, 0.24, 0.11, 0.05, 0.00, 0.00, 0.00, 0.00, 0.00, 0.00, 0.00, 0.00, 0.00, 0.00, 0.00, 0.00, 0.00, 0.00, 0.00, 0.00, 0.00, 0.00, 0.00, 0.00, 0.00, 0.00, 0.00, 0.00, 0.00, 0.00, 0.00, 0.00, 0.00, 0.00, 0.00, 0.00, 0.00, 0.00, 0.00, 0.00, 0.00, 0.00, 0.00, 0.00, 0.00, 0.00, 0.00, 0.00, 0.00, 0.00, 0.00, 0.00, 0.02, 0.01, 0.00, 0.00, 0.00, 0.00, 0.00, 0.00, 0.00, 0.00, 0.01, 0.01, 0.00, 0.00, 0.00, 0.00, 0.00, 0.00, 0.00, 0.00, 0.00, 0.00, 0.00, 0.00, 0.00, 0.00, 0.00, 0.00, 0.00, 0.02, 0.01, 0.00, 0.00, 0.00, 0.00, 0.00, 0.00, 0.00, 0.00, 0.00, 0.00, 0.01, 0.02, 0.01, 0.00, 0.00, 0.00, 0.00],
  "charge": -2,
  "gap_ev": [1.63, 3.78],
  "spin_multiplicity": 2
}



2.
{
  "formula": "C31H49F3FeN8OPS2Si",
  "method": "ωB97M-V/def2-TZVPD",
  "symbols": ["Fe", "C", "C", "N", "C", "S", "N", "N", "C", "C", "C", "C", "C", "C", "C", "N", "H", "H", "H", "H", "H", "H", "H", "H", "H", "H", "H", "H", "H", "C", "Si", "C", "C", "C", "C", "C", "C", "N", "C", "S", "H", "H", "H", "H", "H", "H", "H", "H", "H", "H", "H", "H", "F", "C", "F", "F", "O", "P", "N", "C", "C", "C", "C", "N", "C", "C", "C", "C", "N", "C", "C", "C", "C", "H", "H", "H", "H", "H", "H", "H", "H", "H", "H", "H", "H", "H", "H", "H", "H", "H", "H", "H", "H", "H", "H", "H", "H"],
  "coordinates": [[-1.30, -0.74, 0.29], [-5.94, 2.07, -3.21], [-4.93, 2.82, -2.27], [-3.64, 2.22, -2.17], [-3.21, 1.28, -1.33], [-1.51, 0.83, -1.43], [-4.05, 0.73, -0.49], [-3.52, -0.21, 0.34], [-4.23, -0.63, 1.33], [-5.61, -0.07, 1.61], [-3.62, -1.56, 2.32], [-4.38, -2.03, 3.40], [-3.68, -2.73, 4.36], [-2.33, -3.08, 4.10], [-1.76, -2.77, 2.90], [-2.37, -1.97, 1.99], [-6.77, 2.73, -3.49], [-6.23, 1.14, -2.77], [-5.46, 1.84, -4.22], [-5.41, 2.99, -1.34], [-4.78, 3.84, -2.64], [-2.95, 2.87, -2.47], [-6.29, -0.93, 1.65], [-5.89, 0.58, 0.81], [-5.68, 0.49, 2.54], [-5.36, -1.69, 3.52], [-4.08, -3.00, 5.34], [-1.73, -3.70, 4.76], [-0.69, -2.96, 2.70], [2.72, 1.72, 5.71], [1.25, 1.80, 4.53], [1.61, 3.42, 3.46], [-0.21, 2.04, 5.58], [1.37, 0.18, 3.46], [2.45, -0.65, 3.60], [2.57, -1.79, 2.79], [1.56, -2.01, 1.86], [0.49, -1.21, 1.76], [0.37, -0.13, 2.54], [-1.12, 0.82, 2.29], [3.01, 2.74, 6.09], [3.55, 1.24, 5.21], [2.52, 1.07, 6.60], [0.96, 4.24, 3.64], [1.48, 3.18, 2.40], [2.68, 3.73, 3.60], [-0.64, 1.03, 5.80], [-0.86, 2.62, 5.03], [0.03, 2.62, 6.50], [3.29, -0.50, 4.29], [3.40, -2.52, 2.92], [1.58, -2.88, 1.19], [-3.06, -3.09, -0.79], [-1.76, -2.68, -0.73], [-1.33, -2.66, -1.98], [-1.05, -3.66, -0.14], [0.52, -0.89, -1.05], [1.55, -0.33, -1.95], [2.59, 0.73, -1.21], [2.04, 1.88, -0.39], [3.15, 2.20, 0.62], [4.39, 1.68, -0.06], [3.87, 0.34, -0.55], [1.02, 0.33, -3.36], [0.17, -0.43, -4.26], [-0.19, 0.52, -5.44], [0.23, 1.93, -4.97], [1.39, 1.64, -4.00], [2.57, -1.62, -2.34], [3.35, -1.61, -3.56], [3.04, -3.02, -4.01], [3.23, -3.76, -2.71], [2.48, -2.92, -1.70], [1.08, 1.68, 0.15], [1.82, 2.72, -1.06], [3.02, 1.73, 1.61], [3.08, 3.26, 0.81], [5.27, 1.56, 0.57], [4.74, 2.28, -0.90], [3.70, -0.30, 0.35], [4.52, -0.21, -1.20], [-0.77, -0.71, -3.72], [0.66, -1.32, -4.56], [-1.21, 0.32, -5.77], [0.53, 0.29, -6.27], [-0.58, 2.53, -4.51], [0.72, 2.49, -5.79], [1.68, 2.42, -3.34], [2.29, 1.40, -4.51], [4.39, -1.45, -3.39], [2.92, -0.85, -4.19], [3.78, -3.52, -4.74], [2.04, -3.13, -4.41], [4.29, -3.77, -2.51], [2.80, -4.80, -2.72], [2.96, -2.98, -0.73], [1.41, -3.32, -1.57]],
  "lowdin_spin": [4.15, 0.00, 0.00, 0.01, 0.02, 0.16, 0.01, 0.07, 0.01, 0.00, 0.00, 0.00, 0.00, 0.00, 0.00, 0.06, 0.00, 0.00, 0.00, 0.00, 0.00, 0.00, 0.00, 0.00, 0.00, 0.00, 0.00, 0.00, 0.00, 0.00, 0.00, 0.00, 0.00, 0.00, 0.00, 0.00, 0.01, 0.04, 0.01, 0.09, 0.00, 0.00, 0.00, 0.00, 0.00, 0.00, 0.00, 0.00, 0.00, 0.00, 0.00, 0.00, 0.03, 0.16, 0.03, 0.03, 0.06, 0.01, 0.00, 0.00, 0.00, 0.00, 0.00, 0.00, 0.00, 0.00, 0.00, 0.00, 0.00, 0.00, 0.00, 0.00, 0.00, 0.00, 0.00, 0.00, 0.00, 0.00, 0.00, 0.00, 0.00, 0.00, 0.00, 0.00, 0.00, 0.00, 0.00, 0.00, 0.00, 0.00, 0.00, 0.00, 0.00, 0.00, 0.00, 0.00, 0.00],
  "relative_energy_ev": 1.197,
  "gap_ev": [7.51, 7.31],
  "spin_multiplicity": 6
}